No. 1
Formula: C7H7Br3Si
Source: OMol25
Level of theory: ωB97M-V/def2-TZVPD

net charge: 0
multiplicity: 1
energy above the lowest of the compared OMol25 structures with the same formula, charge and spin: 1.307 eV
frontier orbital gap: 9.71 eV
E_HOMO: -9.35 eV
LUMO level: 0.3620 eV

Last column: natural (NBO) charge in e.
Atoms and positions in Å:
1 Br -1.094 -3.145 1.444  0.062
2 Br 2.281 0.499 2.809  -0.250
3 Br 1.116 -2.462 4.606  -0.279
4 Si 1.289 -1.438 2.604  1.208
5 C -0.219 1.220 -1.571  -0.218
6 C -0.304 -0.480 0.596  -0.151
7 C -0.619 1.731 -0.366  -0.196
8 C 0.088 -0.108 -1.744  -0.187
9 C 0.050 -0.988 -0.669  -0.195
10 C -0.347 -1.380 1.756  -0.754
11 C -0.715 0.821 0.714  -0.179
12 H -0.849 2.823 -0.006  0.231
13 H 1.911 -2.210 1.660  -0.208
14 H 0.250 -2.093 -0.913  0.233
15 H -1.034 1.166 1.622  0.207
16 H 0.352 -0.507 -2.604  0.203
17 H -0.101 1.815 -2.459  0.215
18 H -1.317 -0.861 2.698  0.259

---

No. 2
Formula: C7H7BrNO2
Source: OMol25
Level of theory: ωB97M-V/def2-TZVPD

net charge: -1
multiplicity: 1
energy above the lowest of the compared OMol25 structures with the same formula, charge and spin: 0.000 eV
frontier orbital gap: 5.27 eV
E_HOMO: -2.04 eV
LUMO level: 3.2285 eV

Last column: natural (NBO) charge in e.
Atoms and positions in Å:
1 Br 2.642 -1.204 0.180  -0.085
2 O 2.533 2.241 0.282  -0.521
3 O 0.369 2.965 0.064  -0.521
4 N -1.527 -1.352 0.024  -0.573
5 C -0.804 0.026 -1.819  -0.534
6 C 1.439 2.564 0.170  1.035
7 C -0.366 -0.234 1.881  -0.622
8 C 0.817 -0.746 -0.268  -0.166
9 C -0.244 -1.211 0.680  -0.117
10 C -1.739 -0.685 -1.076  0.065
11 C 0.543 -0.126 -1.435  -0.244
12 H -2.756 -0.776 -1.456  0.153
13 H 0.015 -2.201 1.107  0.162
14 H 1.339 0.197 -2.098  0.199
15 H 0.568 -0.207 2.445  0.189
16 H -1.173 -0.553 2.538  0.196
17 H -1.066 0.535 -2.735  0.188
18 H -0.589 0.766 1.517  0.196

---

No. 3
Formula: C7H7BrO2
Source: OMol25
Level of theory: ωB97M-V/def2-TZVPD

net charge: 0
multiplicity: 1
energy above the lowest of the compared OMol25 structures with the same formula, charge and spin: 1.772 eV
frontier orbital gap: 8.57 eV
E_HOMO: -9.20 eV
LUMO level: -0.6287 eV
structure (SMILES): O=C1C=CC(Br)=CC1.C=O

Last column: natural (NBO) charge in e.
Atoms and positions in Å:
1 Br -2.648 2.421 0.191  0.095
2 O 1.967 -0.893 -1.488  -0.546
3 O -0.642 -1.744 2.040  -0.504
4 C 0.472 -1.275 2.064  0.281
5 C 0.059 1.402 0.435  -0.171
6 C -1.400 0.385 -1.161  -0.114
7 C -1.198 1.341 -0.251  -0.161
8 C 1.163 0.749 0.002  -0.290
9 C -0.303 -0.572 -1.510  -0.560
10 C 1.059 -0.204 -1.100  0.520
11 H 2.154 0.698 0.504  0.237
12 H -0.255 -0.685 -2.623  0.260
13 H -2.244 0.139 -1.656  0.215
14 H 0.179 1.845 1.465  0.238
15 H -0.381 -1.562 -1.035  0.279
16 H 0.985 -0.884 2.969  0.108
17 H 1.032 -1.161 1.155  0.112

---

No. 4
Formula: C7H7BrOS
Source: OMol25
Level of theory: ωB97M-V/def2-TZVPD

net charge: 0
multiplicity: 1
energy above the lowest of the compared OMol25 structures with the same formula, charge and spin: 0.667 eV
frontier orbital gap: 8.86 eV
E_HOMO: -8.38 eV
LUMO level: 0.4751 eV

Last column: natural (NBO) charge in e.
Atoms and positions in Å:
1 Br -1.876 1.261 1.629  -0.009
2 S 1.334 -0.001 -1.230  0.423
3 O -2.808 -1.523 -0.800  -0.488
4 C -1.034 0.391 0.043  -0.119
5 C 2.462 -0.266 1.050  -0.249
6 C 0.397 0.160 0.232  -0.264
7 C 2.746 -0.339 -0.278  -0.403
8 C -2.061 -1.275 0.086  0.494
9 C -1.377 0.968 -1.266  -0.696
10 C 1.139 -0.021 1.384  -0.249
11 H 0.779 0.051 2.313  0.230
12 H -1.976 -1.740 0.998  0.129
13 H -2.476 0.770 -1.633  0.247
14 H -0.862 0.399 -2.021  0.237
15 H -1.330 2.125 -1.225  0.244
16 H 3.628 -0.491 -0.945  0.245
17 H 3.312 -0.467 1.666  0.227

---

No. 5
Formula: C7H7Cl2NO
Source: OMol25
Level of theory: ωB97M-V/def2-TZVPD

net charge: 0
multiplicity: 1
energy above the lowest of the compared OMol25 structures with the same formula, charge and spin: 5.984 eV
frontier orbital gap (spin up / spin down): 5.12 / 8.90 eV
E_HOMO (spin up / spin down): -6.61 / -8.42 eV
LUMO level (spin up / spin down): -1.4895 / 0.4846 eV

Last column: natural (NBO) charge in e.
Atoms and positions in Å:
1 Cl -2.582 -2.006 0.413  0.085
2 Cl -3.571 -0.587 -1.849  0.037
3 O -0.459 2.194 -0.681  -0.416
4 N -2.486 1.924 0.400  -0.224
5 C 0.377 1.365 -0.599  0.576
6 C 0.538 0.034 1.504  -0.588
7 C 2.422 0.003 -0.363  -0.360
8 C 0.913 0.264 0.047  -0.238
9 C 1.295 -0.825 -0.987  -0.390
10 C -2.612 0.744 0.198  0.119
11 C -2.862 -0.473 -0.246  -0.213
12 H 2.868 0.676 -1.067  0.239
13 H 0.378 0.932 1.928  0.224
14 H 1.374 -0.576 1.897  0.214
15 H -0.377 -0.573 1.597  0.221
16 H 3.002 -0.447 0.432  0.230
17 H 0.882 -0.815 -2.020  0.249
18 H 0.899 -1.833 -0.605  0.234

---

No. 6
Formula: C7H7ClFN2O
Source: OMol25
Level of theory: ωB97M-V/def2-TZVPD

net charge: +1
multiplicity: 1
energy above the lowest of the compared OMol25 structures with the same formula, charge and spin: 0.955 eV
frontier orbital gap: 10.55 eV
E_HOMO: -15.35 eV
LUMO level: -4.8041 eV
structure (SMILES): N#C[N@@+]1(C(=O)CCl)C=C[C@H](F)C1

Last column: natural (NBO) charge in e.
Atoms and positions in Å:
1 Cl -2.237 -2.420 -0.566  0.041
2 F 2.075 -1.851 -0.596  -0.313
3 O -1.271 0.396 -2.267  -0.361
4 N -1.309 2.287 1.423  -0.143
5 N -0.342 0.411 -0.076  -0.391
6 C -0.962 1.442 0.745  0.345
7 C 0.052 -0.788 0.731  -0.287
8 C 2.009 0.487 -0.450  -0.181
9 C 1.851 -0.827 0.248  0.228
10 C -1.435 0.045 -1.184  0.739
11 C -2.569 -0.650 -0.440  -0.533
12 C 0.829 1.034 -0.706  -0.014
13 H 2.495 -0.943 1.243  0.218
14 H -2.564 -0.365 0.679  0.267
15 H -0.412 -1.591 0.285  0.258
16 H 0.563 2.005 -1.216  0.272
17 H 0.267 -0.410 1.760  0.277
18 H 2.884 0.805 -0.827  0.262
19 H -3.598 -0.591 -0.928  0.315

---

No. 7
Formula: C7H7ClIN2
Source: OMol25
Level of theory: ωB97M-V/def2-TZVPD

net charge: +1
multiplicity: 1
energy above the lowest of the compared OMol25 structures with the same formula, charge and spin: 0.000 eV
frontier orbital gap (spin up / spin down): 7.41 / 7.41 eV
E_HOMO (spin up / spin down): -12.20 / -12.20 eV
LUMO level (spin up / spin down): -4.7859 / -4.7857 eV

Last column: natural (NBO) charge in e.
Atoms and positions in Å:
1 I 0.453 2.658 -0.777  0.336
2 Cl -0.842 -2.404 0.461  0.408
3 N 1.835 0.010 -1.113  -0.445
4 N -0.528 -0.032 -1.206  -0.425
5 C -1.657 0.216 -0.660  0.164
6 C 0.665 -0.617 0.972  -0.350
7 C -1.773 0.170 0.857  -0.561
8 C -0.767 -0.748 1.370  -0.080
9 C 0.854 -1.874 0.148  -0.231
10 C 1.901 1.266 -1.398  0.068
11 C 0.634 -0.481 -0.538  0.105
12 H -2.392 0.749 -1.156  0.207
13 H -0.671 -0.982 2.463  0.282
14 H 1.506 -0.172 1.510  0.257
15 H -2.828 -0.099 1.028  0.270
16 H 2.699 -0.570 -1.130  0.468
17 H -1.786 1.300 1.204  0.283
18 H 2.697 1.610 -2.033  0.243